DFT (ωB97M-V/def2-TZVPD) results for a 2-piece molecular cluster, C3H8IN2O overall at a distorted geometry.

Calculated values
relative energy (zero: lowest compared OMol25 entry of this formula, charge and spin) = 427.3 kJ/mol
maximum force = 3.98 eV Å⁻¹
LUMO = -0.179 Ha

```
! wB97M-V def2-TZVPD RIJCOSX def2/J DEFGRID3
* xyz 1 1
C -1.311 -1.090 -0.098
C 0.042 -0.132 -1.880
C -0.594 1.245 1.467
N -0.426 -0.298 -0.490
N -2.149 -1.787 0.293
O -0.040 0.873 0.199
I 3.847 0.531 0.182
H -0.127 -1.047 -2.440
H -0.478 0.797 -2.346
H 1.019 0.121 -1.896
H -1.628 0.953 1.385
H -0.466 2.273 1.570
H -0.263 0.870 2.460
H -2.161 -2.580 0.935
H 4.734 -0.727 0.660
*
```

***

DFT (ωB97M-V/def2-TZVPD) results for a single C3H5N3 molecule.

Calculated values
relative energy (zero: lowest compared OMol25 entry of this formula, charge and spin) = 444.4 kJ/mol
maximum force = 0.69 eV Å⁻¹
LUMO (alpha / beta) = 0.014 / 0.014 Ha

```
! wB97M-V def2-TZVPD RIJCOSX def2/J DEFGRID3
* xyz 0 1
N -1.386 1.794 0.772
C -0.303 1.361 0.422
C -0.644 -1.649 -0.264
N 0.601 -1.492 -0.521
C 1.416 -0.471 -0.522
N 0.853 0.929 0.216
H -2.092 1.970 0.062
H -1.251 -0.880 0.225
H -1.125 -2.595 -0.497
H 2.363 -0.608 -0.001
H 1.567 1.642 0.107
*
```

***

DFT (ωB97M-V/def2-TZVPD) results for a 2-piece molecular cluster, C5H9N2O overall at a distorted geometry.

Calculated values
relative energy (zero: lowest compared OMol25 entry of this formula, charge and spin) = 554.1 kJ/mol
maximum force = 4.66 eV Å⁻¹
LUMO (alpha / beta) = -0.169 / -0.169 Ha

```
! wB97M-V def2-TZVPD RIJCOSX def2/J DEFGRID3
* xyz 1 1
C 0.150 -0.068 -3.039
C 1.069 -1.108 -0.733
C -1.200 -0.907 1.655
C 0.520 -0.629 -1.854
C 0.308 0.870 1.527
N 0.160 0.909 -3.873
N -0.091 -0.488 1.246
O -0.523 -1.176 -2.805
H 1.051 -2.220 -0.433
H 1.986 -0.670 -0.319
H -1.498 -1.987 1.720
H -1.941 -0.271 2.027
H 1.295 0.861 1.797
H 0.347 1.548 0.659
H -0.537 1.254 2.233
H 0.802 1.648 -3.915
H -0.532 0.807 -4.558
*
```

***

DFT (ωB97M-V/def2-TZVPD) results for C14H31BaN9O10 as an isolated structure at a distorted geometry.

Calculated values
maximum force = 5.40 eV Å⁻¹
LUMO = -0.017 Ha

```
! wB97M-V def2-TZVPD RIJCOSX def2/J DEFGRID3
* xyz 0 1
Ba 0.440 0.263 0.574
C 1.709 -4.261 -1.185
C 1.644 -2.958 -0.618
C 2.684 -1.822 -1.034
O 2.790 -0.744 -0.367
C 3.591 -2.230 -2.030
C 3.697 -3.469 -2.595
C 2.684 -4.490 -2.144
O 2.667 -5.675 -2.622
O 4.694 -3.657 -3.338
O 0.839 -2.629 0.264
H 0.992 -5.021 -0.923
H 4.215 -1.401 -2.348
C -0.261 -1.132 -3.158
O -0.076 -0.575 -2.071
N 0.142 -2.376 -3.446
N -0.760 -0.405 -4.201
H 0.697 -2.941 -2.810
H 0.057 -2.758 -4.371
H -1.065 0.519 -3.964
H -0.742 -0.702 -5.158
C 2.545 2.408 -1.925
O 1.661 2.071 -1.137
N 2.800 1.712 -3.059
N 3.318 3.500 -1.680
H 2.286 0.846 -3.108
H 3.521 1.998 -3.691
H 3.762 3.914 -2.483
H 3.072 4.104 -0.918
C -0.189 -1.861 3.538
O 0.371 -0.918 2.976
N -0.845 -1.762 4.705
N -0.103 -3.123 3.043
H -0.912 -0.903 5.217
H -1.205 -2.560 5.194
H -0.575 -3.862 3.527
H 0.335 -3.239 2.131
C -3.426 -0.595 1.284
O -2.229 -0.442 1.043
N -4.052 -1.788 1.339
N -4.309 0.444 1.428
H -5.019 -1.810 1.593
H -3.577 -2.634 1.073
H -5.284 0.248 1.525
H -3.985 1.347 1.132
C -2.404 4.081 -0.392
C -1.383 3.105 0.109
C -1.496 2.855 1.649
O -0.533 1.971 2.204
C -0.942 1.731 3.565
N -1.359 1.900 -0.764
H -2.346 4.401 -1.432
H -2.546 5.015 0.161
H -3.402 3.631 -0.296
H -0.418 3.622 0.155
H -2.491 2.441 1.845
H -1.359 3.791 2.196
H -0.180 1.117 4.043
H -1.847 1.146 3.739
H -0.934 2.630 4.186
H -1.211 2.102 -1.749
H -2.306 1.534 -0.860
O 2.510 1.243 2.170
H 3.334 0.931 1.769
H 2.713 2.124 2.499
*
```

***

DFT (ωB97M-V/def2-TZVPD) results for a single C4H6O2 molecule at a distorted geometry.

Calculated values
relative energy (zero: lowest compared OMol25 entry of this formula, charge and spin) = 457.7 kJ/mol
maximum force = 1.06 eV Å⁻¹
LUMO = 0.017 Ha
SMILES string = OCC#CCO

```
! wB97M-V def2-TZVPD RIJCOSX def2/J DEFGRID3
* xyz 0 1
O -2.059 0.296 0.660
C -1.101 1.264 0.288
C -0.040 0.792 -0.587
C 0.785 0.180 -1.276
C 1.405 -0.752 -0.187
O 1.063 -2.089 -0.441
H -1.726 -0.265 1.374
H -0.763 1.854 1.158
H -1.572 1.948 -0.418
H 2.487 -0.607 -0.188
H 1.036 -0.519 0.829
H 0.485 -2.101 -1.212
*
```

***

DFT (ωB97M-V/def2-TZVPD) results for a single C2H4ClOP molecule at a distorted geometry.

Calculated values
relative energy (zero: lowest compared OMol25 entry of this formula, charge and spin) = 184.3 kJ/mol
maximum force = 1.99 eV Å⁻¹
LUMO = 0.015 Ha
SMILES string = O=CPCCl

```
! wB97M-V def2-TZVPD RIJCOSX def2/J DEFGRID3
* xyz 0 1
O -1.278 -1.011 -2.410
C -0.462 -0.815 -1.551
P -0.852 -0.289 0.192
C 0.710 0.459 1.059
Cl 0.189 0.722 2.706
H 0.481 -1.265 -1.713
H -1.489 0.986 -0.103
H 1.074 1.405 0.711
H 1.627 -0.193 1.109
*
```

***

DFT (ωB97M-V/def2-TZVPD) results for C26H23IMnN10S as an isolated structure.

Calculated values
relative energy (zero: lowest compared OMol25 entry of this formula, charge and spin) = 18.2 kJ/mol
maximum force = 0.85 eV Å⁻¹
LUMO (alpha / beta) = -0.011 / -0.011 Ha

```
! wB97M-V def2-TZVPD RIJCOSX def2/J DEFGRID3
* xyz 0 2
Mn -0.120 0.123 -0.038
C 0.334 -3.197 2.982
C -0.048 -2.258 1.881
N 0.205 -0.992 1.888
N 0.738 -0.501 3.032
C 1.132 0.748 2.937
N 1.622 1.294 4.085
S 1.198 1.692 1.508
C -0.847 -2.748 0.757
C -1.240 -4.082 0.661
C -2.125 -4.458 -0.331
C -2.618 -3.488 -1.189
C -2.157 -2.191 -1.042
N -1.271 -1.824 -0.120
H 0.933 -2.675 3.719
H 0.909 -4.037 2.582
H -0.550 -3.608 3.476
H 1.375 0.823 4.940
H 1.735 2.292 4.107
H -0.870 -4.809 1.369
H -2.442 -5.489 -0.418
H -3.341 -3.716 -1.957
H -2.529 -1.408 -1.687
N 3.117 -0.878 0.813
C 2.709 -1.463 -0.304
N 3.466 -2.441 -0.815
C 3.075 -2.910 -1.989
N 3.763 -3.941 -2.518
N 2.045 -2.434 -2.715
C 1.341 -1.505 -2.097
N 1.560 -1.019 -0.876
C 0.214 -0.894 -2.830
C -0.052 -1.196 -4.157
C -1.110 -0.554 -4.775
C -1.863 0.356 -4.047
C -1.536 0.588 -2.724
N -0.514 -0.028 -2.123
H 3.989 -1.173 1.212
H 2.648 -0.031 1.131
H 4.610 -4.239 -2.070
H 3.563 -4.220 -3.460
H 0.569 -1.913 -4.672
H -1.341 -0.759 -5.812
H -2.695 0.885 -4.489
H -2.101 1.276 -2.109
I 0.538 3.023 -1.463
C -1.422 3.432 -0.809
C -1.890 4.646 -1.234
C -3.147 5.119 -0.818
C -3.888 4.362 0.035
C -3.430 3.098 0.480
C -4.249 2.361 1.368
C -3.847 1.133 1.796
C -2.636 0.593 1.327
C -1.771 1.236 0.459
C -2.176 2.561 0.047
H -1.281 5.261 -1.882
H -3.499 6.082 -1.164
H -4.849 4.711 0.394
H -5.186 2.797 1.693
H -4.461 0.564 2.486
H -2.370 -0.396 1.688
*
```

***

DFT (ωB97M-V/def2-TZVPD) results for C16H40O7Si2 as an isolated structure at a distorted geometry.

Calculated values
maximum force = 2.07 eV Å⁻¹
LUMO = 0.024 Ha

```
! wB97M-V def2-TZVPD RIJCOSX def2/J DEFGRID3
* xyz 0 1
C -4.930 -4.938 -1.036
C -3.771 -5.445 -1.843
O -3.694 -5.288 -3.055
O -2.816 -6.113 -1.130
C -1.504 -5.536 -1.243
C -1.481 -4.065 -0.877
C -0.108 -3.585 -0.390
C -0.259 -2.222 0.306
C 1.005 -1.376 0.316
C 1.569 -1.007 -1.067
Si 0.376 -0.151 -2.233
O 0.336 -0.924 -3.717
Si -1.136 -1.085 -4.474
H -4.964 -5.383 -0.050
H -4.821 -3.866 -0.898
H -5.851 -5.106 -1.577
H -1.139 -5.707 -2.252
H -0.873 -6.082 -0.553
H -1.745 -3.437 -1.723
H -2.184 -3.900 -0.062
H 0.333 -4.310 0.286
H 0.531 -3.459 -1.260
H -1.100 -1.710 -0.155
H -0.561 -2.430 1.331
H 0.856 -0.497 0.935
H 1.770 -1.960 0.828
H 2.404 -0.331 -0.907
H 1.940 -1.908 -1.545
H -1.013 -0.098 -1.720
H 0.829 1.235 -2.484
H -1.885 0.189 -4.428
H -1.904 -2.157 -3.809
H -0.899 -1.421 -5.890
C 3.194 0.771 5.706
O 4.403 1.137 5.068
C 4.888 0.152 4.170
C 4.576 0.500 2.732
O 3.180 0.480 2.476
C 2.596 1.770 2.449
H 2.800 1.659 6.197
H 2.454 0.404 4.990
H 3.375 0.002 6.465
H 4.476 -0.831 4.417
H 5.974 0.104 4.292
H 5.038 -0.248 2.080
H 4.999 1.476 2.479
H 2.870 2.300 1.529
H 2.896 2.368 3.313
H 1.515 1.642 2.468
C -0.432 6.707 -1.231
O -1.794 6.359 -1.399
C -1.986 5.202 -2.196
C -2.268 3.979 -1.353
O -1.149 3.615 -0.560
C -1.261 4.022 0.790
H -0.380 7.460 -0.446
H 0.171 5.846 -0.936
H -0.027 7.134 -2.154
H -1.116 5.025 -2.835
H -2.848 5.389 -2.843
H -2.484 3.136 -2.017
H -3.146 4.147 -0.724
H -1.985 3.396 1.324
H -1.560 5.070 0.874
H -0.283 3.898 1.253
*
```

***

DFT (ωB97M-V/def2-TZVPD) results for C29H39IrN3O7P3S3Si as an isolated structure at a distorted geometry.

Calculated values
relative energy (zero: lowest compared OMol25 entry of this formula, charge and spin) = 265.8 kJ/mol
maximum force = 2.61 eV Å⁻¹
LUMO (alpha / beta) = 0.030 / 0.016 Ha

```
! wB97M-V def2-TZVPD RIJCOSX def2/J DEFGRID3
* xyz -1 2
Ir 0.013 -1.295 -0.797
N -2.510 -3.166 3.410
C -2.095 -2.857 1.987
C -3.153 -3.301 0.998
P -1.905 -1.006 2.010
O -0.653 -0.819 2.998
O -3.108 -0.527 2.733
O -1.568 -0.538 0.611
P -0.390 -3.586 1.831
O -0.538 -4.860 0.879
O -0.102 -4.047 3.225
O 0.542 -2.558 1.207
H -3.219 -3.891 3.461
H -2.847 -2.282 3.820
H -1.596 -3.516 3.820
H -4.101 -2.808 1.227
H -3.279 -4.387 0.997
H -2.858 -2.997 -0.002
H 0.156 -1.091 2.536
H -0.573 -4.576 -0.057
C -0.799 1.589 -4.643
Si -0.190 1.347 -2.859
C 1.062 2.707 -2.522
C -1.730 1.479 -1.805
N 0.550 -0.236 -2.577
C 1.543 -0.749 -3.377
C 1.982 -0.108 -4.556
C 2.932 -0.655 -5.396
C 3.526 -1.873 -5.094
C 3.157 -2.509 -3.920
C 2.197 -1.955 -3.096
O 1.898 -2.512 -1.868
C 1.967 -3.886 -1.698
C 1.442 -4.764 -2.635
C 1.507 -6.128 -2.395
C 2.088 -6.610 -1.229
C 2.585 -5.719 -0.290
C 2.528 -4.353 -0.523
H -1.598 2.334 -4.652
H -1.202 0.661 -5.057
H -0.018 1.944 -5.318
H 0.813 3.615 -3.078
H 2.073 2.410 -2.816
H 1.087 2.945 -1.458
H -2.633 1.322 -2.403
H -1.800 2.457 -1.325
H -1.730 0.749 -1.003
H 1.555 0.851 -4.802
H 3.218 -0.125 -6.296
H 4.267 -2.315 -5.746
H 3.626 -3.443 -3.640
H 0.976 -4.375 -3.531
H 1.089 -6.814 -3.120
H 2.148 -7.676 -1.052
H 3.023 -6.079 0.631
H 2.891 -3.641 0.205
N 1.985 -0.538 0.071
H 2.802 -0.593 -0.523
H 2.093 -1.141 0.880
H 1.849 0.431 0.398
S 2.230 4.672 1.561
P 0.506 3.737 1.848
S 0.347 1.981 0.917
C -0.855 4.827 1.282
C -0.801 5.239 -0.049
C -1.774 6.079 -0.563
C -2.808 6.521 0.256
C -2.865 6.113 1.578
C -1.887 5.270 2.097
C 0.165 3.462 3.625
C 0.982 4.039 4.589
C 0.750 3.786 5.937
C -0.294 2.956 6.319
C -1.098 2.363 5.353
C -0.869 2.608 4.007
H 0.017 4.893 -0.669
H -1.721 6.399 -1.597
H -3.569 7.181 -0.144
H -3.674 6.461 2.210
H -1.930 4.960 3.133
H 1.798 4.674 4.266
H 1.386 4.243 6.686
H -0.476 2.761 7.369
H -1.906 1.704 5.646
H -1.478 2.120 3.256
S -1.147 -2.987 -1.692
*
```

***

DFT (ωB97M-V/def2-TZVPD) results for C27H33B2F5N10O4PSr as an isolated structure.

Calculated values
relative energy (zero: lowest compared OMol25 entry of this formula, charge and spin) = 154.0 kJ/mol
maximum force = 0.75 eV Å⁻¹
LUMO = -0.196 Ha

```
! wB97M-V def2-TZVPD RIJCOSX def2/J DEFGRID3
* xyz 1 1
Sr 0.055 -0.418 0.739
C -2.273 3.708 1.973
C -1.855 2.348 1.516
N -0.652 2.037 1.200
O 0.350 2.944 1.419
B 1.035 2.774 2.785
F 0.024 2.824 3.754
F 1.934 3.804 2.842
O 1.812 1.512 2.969
N 1.023 0.388 2.969
C 0.875 -0.256 4.059
C 1.550 0.086 5.347
C -0.098 -1.403 4.009
N -0.744 -1.507 2.915
O -1.752 -2.413 2.837
B -2.449 -2.304 1.533
F -3.377 -3.293 1.445
F -1.452 -2.419 0.488
O -3.199 -0.998 1.358
N -2.388 0.071 1.294
C -2.875 1.248 1.424
C -4.333 1.533 1.606
C -0.342 -2.266 5.206
H -1.409 4.258 2.328
H -2.722 4.252 1.135
H -3.020 3.651 2.763
H 1.997 1.072 5.277
H 0.840 0.062 6.174
H 2.335 -0.643 5.564
H -4.919 0.673 1.294
H -4.558 1.730 2.657
H -4.637 2.416 1.041
H 0.572 -2.416 5.778
H -1.078 -1.803 5.867
H -0.742 -3.226 4.889
C -0.496 -4.163 -3.239
N -0.848 -2.817 -2.816
C -2.107 -2.292 -2.807
C -1.990 -1.046 -2.267
N -0.687 -0.804 -1.929
C -0.011 -1.896 -2.269
P 1.791 -2.178 -2.221
C 2.131 -2.876 -0.578
N 1.906 -2.315 0.599
C 2.497 -3.108 1.529
C 3.095 -4.171 0.910
N 2.868 -4.014 -0.425
C 3.340 -4.912 -1.469
C 2.361 -0.467 -1.986
N 2.007 0.383 -1.035
C 2.718 1.529 -1.250
C 3.506 1.371 -2.358
N 3.273 0.107 -2.819
C 3.927 -0.511 -3.964
H -1.362 -4.619 -3.709
H 0.323 -4.131 -3.956
H -0.211 -4.767 -2.378
H -2.958 -2.849 -3.156
H -2.779 -0.341 -2.063
H 2.460 -2.876 2.580
H 3.650 -5.008 1.295
H 3.823 -5.763 -0.998
H 2.507 -5.273 -2.069
H 4.058 -4.410 -2.115
H 2.635 2.373 -0.583
H 4.219 2.023 -2.831
H 4.526 0.243 -4.468
H 4.580 -1.320 -3.642
H 3.189 -0.901 -4.661
F -2.445 6.400 -4.227
C -2.065 5.322 -3.580
C -0.721 4.948 -3.665
C -0.329 3.829 -2.989
C -1.273 3.079 -2.228
C -0.865 1.982 -1.517
C -2.632 3.507 -2.174
C -3.031 4.625 -2.847
H -0.041 5.552 -4.249
H 0.702 3.498 -3.007
H 0.166 1.654 -1.525
H -1.555 1.451 -0.879
H -3.336 2.933 -1.584
H -4.048 4.990 -2.833
*
```